<P>
DFT (ωB97M-V/def2-TZVPD) results for a cluster of 2 separate species, C4H9ClSi in total.

Results
**Multiplicity**: 1

Each line ends with the natural charge from an NBO analysis.
Element x y z (Å)
C  0.38  1.58  -1.09  -0.362
C  -0.48  1.03  -0.24  -0.460
C  -0.59  1.52  1.18  -0.644
C  1.86  -2.70  0.21  -0.500
Si  -1.53  -0.43  -0.71  0.983
Cl  -3.18  -0.72  0.41  -0.376
H  0.47  1.25  -2.11  0.195
H  1.02  2.40  -0.80  0.193
H  -0.50  0.69  1.88  0.221
H  -1.57  1.98  1.34  0.224
H  0.18  2.25  1.40  0.213
H  2.02  -2.85  -0.83  0.164
H  2.28  -1.85  0.69  0.164
H  1.42  -3.48  0.80  0.165
H  -1.78  -0.68  -2.12  -0.179

***

<Q>
DFT (ωB97M-V/def2-TZVPD) results for a cluster of 2 separate species, C4H9ClSi in total.

Results
**Multiplicity**: 1

Each line ends with the natural charge from an NBO analysis.
Element x y z (Å)
C  2.53  -1.39  0.44  -0.177
C  1.21  -1.37  0.09  -0.823
C  -1.75  -0.06  -0.54  -1.169
C  0.66  1.72  -0.02  -1.225
Si  0.05  0.03  -0.10  1.903
Cl  -5.27  0.32  0.02  -0.968
H  2.99  -2.17  0.98  0.215
H  3.17  -0.52  0.17  0.200
H  0.68  -2.31  0.39  0.257
H  -2.14  0.69  -1.14  0.306
H  -2.03  -1.03  -0.89  0.290
H  -2.21  -0.11  0.52  0.332
H  0.44  2.20  -1.02  0.300
H  0.01  2.20  0.76  0.295
H  1.67  1.77  0.34  0.262

***

Structures ranked by computed energy, the most stable listed first: <P>, <Q>.